Molecular formula: C5H32N2O9
Method: DFT, ωB97M-V/def2-TZVPD

Geometry as XYZ:
```
48
Properties=species:S:1:pos:R:3:forces:R:3:lowdin_charge:R:1
C -2.97072 1.09589 -1.69376 -0.88 1.58 0.31 -0.10
N -1.52632 1.07909 -1.54489 1.31 -1.43 -0.55 -0.04
C -0.55741 -0.37753 -3.39133 -0.27 0.33 0.25 0.01
C -0.83514 -0.17600 -1.86486 -3.03 -0.49 -0.69 -0.38
C 0.50009 -0.34499 -1.23628 3.41 -0.57 2.53 -0.13
N 0.40507 -0.78643 0.20338 -3.11 1.70 -1.74 0.13
C -0.23384 0.12722 1.20245 2.60 -1.39 0.76 0.00
H -3.49944 0.86124 -0.76813 0.21 -0.70 -0.08 0.09
H -3.26100 2.13164 -1.82011 0.17 0.57 0.09 0.09
H -3.48897 0.69040 -2.56224 0.63 -0.98 -0.13 0.10
H -1.05476 1.71378 -2.17086 -0.34 0.95 0.13 0.12
H 0.44113 0.03687 -3.58837 -0.34 -0.39 -0.52 0.10
H -1.32532 0.14982 -3.96664 0.22 0.04 0.08 0.09
H -0.68661 -1.44708 -3.59498 0.67 0.28 -0.13 0.09
H -1.56156 -0.99502 -1.64641 0.73 0.41 0.47 0.15
H 1.20495 0.52036 -1.27497 -1.55 -0.45 0.08 0.11
H 1.12903 -1.11565 -1.69548 -0.67 -0.20 -0.25 0.14
H -0.05458 -1.71937 0.24156 0.58 0.27 0.26 0.11
H -1.15850 0.65914 0.99094 -0.01 -0.07 -1.06 0.09
H 0.55190 0.80701 1.59920 -0.57 -0.05 -0.55 0.11
H -0.42161 -0.57307 1.99685 -0.41 0.21 0.58 0.05
H 2.39265 1.39897 -1.30265 0.77 0.11 -0.78 0.00
H 2.95699 1.89100 -0.07166 1.44 -0.02 -0.47 0.03
O 3.25597 1.36262 -0.87057 -1.51 0.69 1.09 -0.07
H -0.75167 3.16120 0.99468 -0.89 0.65 -0.31 -0.02
H -0.50437 4.63270 0.34074 -0.77 -0.30 -0.02 0.07
O -0.18125 3.91538 0.88543 2.12 -0.17 0.22 -0.04
H -2.90262 2.70843 2.03182 -0.22 0.21 0.10 0.06
H -2.53458 2.59884 0.56158 -0.36 0.06 -0.17 -0.01
O -2.82259 3.23619 1.22790 0.10 -0.59 -0.02 -0.04
H 2.94389 -2.70964 1.75335 -0.04 0.27 -0.10 0.03
H 1.54391 -2.10018 2.00820 0.62 -0.22 0.01 -0.02
O 2.16134 -2.77851 2.31625 -0.49 0.07 0.02 -0.05
H 0.18663 -4.28410 -1.77257 -0.30 0.05 0.77 0.06
H -0.64987 -2.93480 -1.36194 -0.13 -1.09 0.70 -0.02
O -0.19854 -3.44693 -2.03226 0.26 0.91 -1.36 -0.03
H 4.14770 -0.90817 -0.55669 0.18 -0.01 0.04 0.04
H 3.49037 -0.23102 0.59865 0.28 0.00 -0.06 0.00
O 3.94897 -1.04893 0.37548 -0.41 -0.28 0.12 -0.05
H -1.01412 -1.91912 3.03679 0.22 0.07 0.37 0.01
H -2.46796 -1.77953 3.51339 0.00 -0.04 0.06 0.07
O -1.80465 -2.41880 3.23271 -0.14 -0.33 0.24 -0.03
H -2.92851 -2.64036 0.23763 0.03 -0.55 0.85 0.06
H -1.95301 -3.13336 1.54161 -1.24 0.81 -1.41 0.06
O -2.04915 -2.72631 0.62512 1.36 -0.01 0.01 -0.09
H 2.44021 2.70165 1.91742 -0.02 0.33 0.16 0.05
H 1.77620 3.28477 0.65443 -0.13 0.61 0.61 0.01
O 2.61571 3.25550 1.14755 -0.08 -0.82 -0.52 -0.04
```
Positions in Å, forces in eV/Å.

As for the spin multiplicity: 2. The calculation puts the strongest force on any atom at 0.083 hartree/bohr. As for the expectation value of S²: 0.7559. As for the HOMO energy (alpha / beta): -14.18 / -13.73 eV. For the HOMO-LUMO gap (alpha / beta), the calculation gives 11.000 / 5.659 eV. As for the net charge: +1.

***

Molecular formula: C5H32NO13
Method: DFT, ωB97M-V/def2-TZVPD

Geometry as XYZ:
```
51
Properties=species:S:1:pos:R:3:forces:R:3:lowdin_charge:R:1
C 2.55084 1.39622 -0.95214 0.05 -0.59 0.46 -0.15
C 3.00859 2.59610 -0.14286 0.00 -0.03 0.15 -0.06
C 2.29568 0.18009 -0.11270 1.59 1.15 0.83 -0.37
N 1.99529 -1.02717 -0.76000 -1.50 -0.38 -0.51 0.24
C 1.65450 -1.12749 -2.14504 0.89 0.01 -0.07 -0.08
C 0.21691 -0.67550 -2.47154 -1.15 -0.42 -0.14 -0.23
O -0.61219 -1.77621 -2.29369 0.20 -0.45 0.30 -0.06
O 2.45249 0.13711 1.10234 -0.09 -0.42 -0.99 0.09
H 3.28605 1.15134 -1.72393 0.02 -0.20 0.00 0.13
H 1.62978 1.63666 -1.49547 0.18 -0.04 -0.01 0.07
H 3.82052 2.34723 0.53991 0.00 -0.01 -0.01 0.09
H 2.19463 3.01461 0.43545 -0.16 -0.03 0.23 0.08
H 3.33998 3.39025 -0.80059 0.10 0.02 -0.24 0.08
H 1.63089 -1.76843 -0.15007 0.28 0.08 0.09 0.16
H 2.36589 -0.56412 -2.73578 0.07 0.34 0.02 0.13
H 1.71534 -2.16208 -2.44644 -0.04 -0.39 0.03 0.14
H 0.16192 -0.37523 -3.51753 0.59 0.15 -0.24 0.14
H -0.10049 0.15596 -1.86398 0.15 0.37 0.22 0.09
H -2.78097 0.25140 -2.77834 -0.25 -0.41 0.04 0.05
H -1.55352 -1.45413 -2.29071 -0.16 0.12 -0.03 0.05
O -2.96272 -0.58425 -2.30359 0.44 0.34 -0.45 -0.06
H -0.68963 1.87636 2.32345 -0.38 0.13 0.18 0.01
H -1.92420 1.32130 1.54157 -0.05 0.25 0.41 0.00
O -1.62111 1.59796 2.44223 0.36 0.02 -0.38 -0.09
H 0.55358 -1.80448 2.77418 -0.05 0.08 0.18 0.02
H 1.69561 -1.40814 1.83137 -0.05 -0.47 0.67 0.01
O 1.24028 -2.19860 2.19296 0.29 0.40 -0.58 -0.07
H -1.61213 -1.42549 2.89308 0.01 0.60 0.24 0.02
H -1.14287 0.06504 3.17161 -0.33 -0.03 -0.07 0.01
O -0.87953 -0.87330 3.27386 0.37 -0.58 -0.09 -0.10
H 1.50866 1.42371 2.04722 0.09 0.20 0.26 0.00
H 1.36098 1.72350 3.54366 -0.09 0.16 -0.27 0.07
O 1.20542 2.10640 2.66644 -0.05 -0.20 0.20 -0.05
H 0.55716 2.50886 -3.41266 -0.13 0.07 -0.41 0.05
H -0.32812 2.47340 -2.15060 -0.31 0.20 -0.24 0.01
O 0.59316 2.62166 -2.46573 -0.22 0.26 0.06 -0.07
H -0.25896 -0.60131 1.31611 0.09 0.09 -0.06 0.03
H -1.01207 0.18206 0.25222 0.11 -0.19 -0.08 0.03
O -0.10363 -0.16981 0.44904 -0.65 0.14 0.15 -0.02
H -2.95395 -1.32516 1.19482 -0.01 0.03 0.05 0.03
H -2.11732 -2.62331 1.30594 -0.41 0.14 0.15 0.02
O -2.76166 -2.05651 1.80040 0.15 -0.23 -0.37 -0.06
H -2.24088 1.61750 -1.10251 -0.10 0.37 -0.31 -0.01
H -2.51776 2.99846 -1.83505 0.02 0.09 -0.11 0.06
O -2.02658 2.18306 -1.96813 0.10 -0.28 0.37 -0.13
H -3.49972 1.04236 0.29393 0.51 -0.23 -0.12 0.05
H -2.86276 -0.25729 -1.38051 -0.38 0.08 0.48 0.00
O -2.62076 0.74613 -0.00050 -0.26 -0.14 0.22 -0.35
H -0.00091 -2.92268 1.07042 -0.51 -0.56 -0.46 0.02
H -0.69923 -3.07952 -0.34725 0.03 0.05 0.21 0.03
O -0.72464 -3.39408 0.57108 0.63 0.37 0.06 -0.07
```
Positions in Å, forces in eV/Å.

As for the spin multiplicity: 2. The calculation puts the strongest force on any atom at 0.041 hartree/bohr. As for the expectation value of S²: 0.7626. As for the HOMO energy (alpha / beta): -10.36 / -10.35 eV. For the HOMO-LUMO gap (alpha / beta), the calculation gives 10.316 / 4.978 eV.

***

Molecular formula: C5H33N2O9
Method: DFT, ωB97M-V/def2-TZVPD

Geometry as XYZ:
```
49
Properties=species:S:1:pos:R:3:forces:R:3:lowdin_charge:R:1
N 0.17419 1.72726 -0.01384 0.14 -0.94 -2.17 0.21
C -0.08458 0.77571 -1.19489 0.61 -0.29 -0.83 -0.27
C -0.84133 -0.45189 -0.71703 -2.11 0.67 1.81 -0.20
C -1.41425 -1.41889 -1.78743 1.17 0.52 0.30 -0.22
C -2.87676 -1.08402 -2.16004 -0.88 -1.33 0.46 -0.09
C -0.85309 1.59825 -2.30687 -0.69 -0.62 1.28 -0.15
N -0.70802 3.04487 -1.98648 0.70 -1.45 -1.00 0.00
H 1.09336 1.52580 0.31256 0.85 0.06 0.74 0.13
H 0.07700 2.69883 -0.41536 0.03 -0.46 0.06 0.12
H -0.52471 1.56421 0.67259 -0.50 0.13 1.19 0.09
H 0.91354 0.36392 -1.53764 -1.05 1.15 0.13 0.12
H -1.78492 -0.15469 -0.12238 1.24 0.03 -0.50 0.12
H -0.22537 -0.89501 0.07641 -0.15 -0.42 -0.46 0.08
H -1.35756 -2.40952 -1.34860 -0.04 -0.25 -0.17 0.09
H -0.64067 -1.37689 -2.57073 -0.76 -0.31 -0.44 0.11
H -3.05511 -0.03255 -1.96363 -0.48 -0.14 0.14 0.03
H -3.60912 -1.74017 -1.54908 1.23 1.29 -0.64 0.11
H -3.20723 -1.27260 -3.19014 0.60 -0.01 0.09 0.08
H -0.46224 1.35163 -3.31881 -0.38 0.09 0.75 0.14
H -1.93003 1.26406 -2.21777 1.30 0.76 -0.45 0.10
H -0.02254 3.28940 -2.69767 -0.56 1.34 0.38 0.09
H -1.59122 3.52371 -2.00849 0.09 0.40 -0.59 0.09
H 3.91478 -0.22834 0.95403 -0.24 -0.62 0.04 0.04
H 2.69481 -1.02386 1.60318 0.79 0.49 -0.56 -0.03
O 3.21672 -0.20591 1.61471 -0.31 1.25 0.78 -0.08
H 2.81446 3.27066 -2.23435 -0.24 -0.09 0.18 0.06
H 3.27793 2.36896 -1.12875 0.04 -0.24 0.11 0.05
O 2.47012 2.71728 -1.51705 0.17 0.35 -0.28 -0.04
H -0.77464 -3.01782 1.23183 0.79 1.44 1.46 0.10
H -1.65214 -2.19288 2.08996 -0.09 0.82 0.41 0.02
O -0.71086 -2.24504 1.89039 -0.63 -2.50 -1.92 -0.10
H 2.52014 -2.37360 2.81277 0.11 0.31 0.66 0.03
H 0.98448 -2.41644 3.18745 0.41 0.17 -0.21 0.02
O 1.70877 -2.86925 2.73479 -0.26 -0.75 0.01 -0.07
H -3.44525 -0.89238 2.89600 0.21 0.28 -0.20 0.07
H -2.22774 -0.28127 3.55125 -0.11 0.01 -0.53 0.06
O -2.56801 -0.53447 2.67461 -0.63 -0.10 0.84 -0.06
H 0.14455 -0.06860 4.03027 -0.45 -0.10 0.27 0.02
H 1.54587 0.45852 4.19445 0.23 0.08 -0.05 0.06
O 0.93812 0.11058 3.53591 0.21 0.01 -0.26 -0.04
H 2.75749 -3.26801 0.68097 0.19 1.52 -0.61 0.11
H 1.68533 -2.24355 0.49759 0.95 0.07 -0.09 0.05
O 2.66301 -2.32174 0.35754 -1.39 -2.32 -0.25 -0.10
H 2.72323 -1.12852 -1.40286 0.09 0.38 -0.24 0.02
H 2.97751 -1.02505 -2.88493 -0.02 0.28 -0.04 0.06
O 2.70077 -0.47729 -2.13736 0.14 -0.92 0.40 -0.07
H -2.50116 1.97891 0.47706 -1.07 0.13 -0.64 0.01
H -2.67569 3.44002 1.16952 -0.33 -0.33 -0.55 0.07
O -2.25195 2.57766 1.16636 1.07 0.17 1.20 -0.03
```
Positions in Å, forces in eV/Å.

As for the spin multiplicity: 1. The calculation puts the strongest force on any atom at 0.063 hartree/bohr. As for the HOMO energy: -13.33 eV. For the HOMO-LUMO gap, the calculation gives 10.961 eV. As for the net charge: +1.